(1)
55
Properties=species:S:1:pos:R:3:forces:R:3 method="wB97M-V/def2-TZVPD" smiles="CNc1ccccc1C(=O)O[C@@H](C)C(=O)Nc1ccc(S(=O)(=O)N2CCCC2)cc1" spin_multiplicity=1 homo_lumo_gap_ev=8.43 charge=0
C -7.017685 -0.539568 -0.919900 -0.20 0.03 -0.05
O 5.538309 1.078296 -1.832600 -0.17 -0.15 -0.16
H -5.480386 -3.474059 -0.260764 0.03 -0.11 0.02
O -2.577983 0.516835 0.556888 -0.40 0.00 -0.02
H -3.113787 -3.913273 -0.548352 0.02 -0.05 0.03
H 5.397315 -3.505108 0.883470 0.02 -0.02 0.04
H 5.126751 -2.522038 -1.666236 0.07 0.06 -0.02
H -7.628031 -2.594210 -0.999872 -0.04 -0.07 -0.01
H 7.262183 -3.132338 -0.611303 0.07 0.00 -0.01
H -0.712431 2.865436 1.170407 -0.08 -0.08 -0.20
C -4.534810 -1.553040 -0.057427 -0.11 0.27 0.02
O 5.868794 1.252945 0.604269 -0.22 -0.07 0.07
H 1.355662 2.710174 1.990035 -0.02 0.05 0.10
H 6.446749 -2.518519 1.913021 -0.03 -0.05 0.05
N 4.828220 -0.886808 -0.417204 0.15 1.09 -0.27
C -2.935941 3.015289 -0.039092 0.23 0.07 0.13
S 5.085947 0.775926 -0.506166 -0.49 -0.18 0.08
C 5.713794 -1.707698 -1.227875 0.47 -0.18 -0.46
N -3.351358 -2.036008 0.370512 0.55 0.13 0.10
C 5.879536 -2.531997 0.985057 0.03 0.08 -0.11
C -5.982845 0.319607 -0.639743 0.12 -0.11 0.04
C -2.943204 3.457884 1.420796 -0.16 -0.17 -0.30
C 2.515547 1.181311 -1.348002 -0.01 0.07 0.04
H -2.667674 2.632382 2.074806 0.05 -0.01 0.06
H -1.972631 -3.520928 0.747861 -0.01 0.00 0.00
H -2.276990 4.303822 1.572595 0.06 0.09 0.04
O -3.967574 2.056400 -0.269100 -0.12 0.02 -0.04
C 0.771711 2.126673 0.005687 0.37 -0.08 -0.05
H -3.210573 3.855627 -0.688500 0.13 -0.18 0.11
C -4.738780 -0.154751 -0.206750 -0.31 -0.15 -0.14
C -3.007787 -3.430878 0.428727 -0.24 -0.09 -0.04
H 3.720446 2.009455 1.689183 0.03 0.04 0.14
C -1.612060 2.441596 -0.598812 -0.20 0.41 -0.02
H -3.953056 3.769856 1.681181 0.01 0.06 0.03
C -3.666771 0.790190 0.067145 0.34 -0.09 0.24
C -5.610159 -2.408690 -0.362054 0.09 -0.16 0.03
C -6.820458 -1.911343 -0.778766 0.06 0.16 0.00
C 2.997808 1.888710 0.897907 0.09 0.03 0.06
H -3.638549 -3.961711 1.148007 0.05 -0.07 -0.02
H -7.972061 -0.158583 -1.247754 -0.07 0.05 -0.03
H 6.132513 -1.093681 -2.022574 0.00 -0.21 -0.09
C 3.405360 1.341024 -0.303192 0.61 -0.12 0.03
H 5.081528 -0.600077 1.626370 -0.06 -0.21 0.11
H 7.476513 -1.470686 -0.016538 0.06 0.00 -0.03
H 3.824698 -1.779324 1.187762 0.10 0.01 0.08
C 1.198634 1.575187 -1.202879 -0.06 -0.07 -0.16
H 2.872668 0.756996 -2.272204 -0.07 -0.06 -0.18
H 0.494607 1.457344 -2.009190 0.02 0.00 -0.02
C 6.746304 -2.248731 -0.241608 -0.16 -0.03 -0.04
C 4.825643 -1.412507 0.943041 -0.39 -0.08 0.78
H -6.113689 1.384489 -0.747779 -0.03 0.05 -0.03
N -0.534857 2.555103 0.226445 0.02 0.29 0.35
H -2.626515 -1.346855 0.525948 -0.15 -0.12 0.01
O -1.581706 2.013874 -1.728474 0.02 -0.03 -0.14
C 1.683093 2.280951 1.053596 -0.07 -0.05 -0.14

=====

(2)
89
Properties=species:S:1:pos:R:3:forces:R:3 method="wB97M-V/def2-TZVPD" spin_multiplicity=1 homo_lumo_gap_ev=4.43 charge=-2
Pd -0.001371 0.378446 -2.425661 0.31 0.35 0.07
C 2.363048 -4.050387 2.057321 -0.07 -0.01 0.08
H 2.697467 -0.290727 1.504991 -0.01 0.00 0.02
O 0.861694 -2.488506 4.120674 0.08 -0.01 0.00
Cl 5.117670 2.830237 4.305770 -0.01 -0.01 -0.01
C 2.000194 -0.361305 3.533301 -0.02 -0.02 0.05
H 1.297752 -1.833210 2.217795 -0.01 -0.01 -0.03
C -2.588483 1.135099 -4.325508 -0.03 0.07 0.05
C -0.086868 -0.185281 0.614485 -0.30 0.11 -0.06
C -5.267943 3.680573 0.559667 0.00 -0.01 0.00
N -1.844906 3.100349 -3.019672 0.03 -0.05 0.11
N 0.049363 0.901758 -0.100576 -0.06 0.10 0.13
H -3.178155 0.878979 -5.207668 -0.04 0.04 -0.02
H 4.368782 1.466605 1.906654 0.01 0.00 -0.03
C -0.149749 1.960040 0.755610 0.15 -0.03 0.06
O -2.937086 5.341699 -2.622993 0.05 0.02 0.05
H 4.024308 2.000872 -0.568872 0.00 0.04 0.05
H -2.596346 3.199266 -4.977067 0.01 -0.01 0.00
C 0.982594 -1.429212 3.183696 0.11 -0.02 0.05
O 0.618459 2.554552 -4.021881 0.10 0.09 -0.15
C -0.414544 -0.857425 2.973832 -0.12 -0.05 0.04
H -1.535816 0.933949 -4.535336 0.00 -0.02 -0.03
Cl 1.132881 -0.232764 6.131064 0.00 -0.01 0.00
S -2.205031 4.261856 -1.996945 -0.13 -0.08 -0.13
C -6.062137 1.710747 1.922683 -0.03 -0.02 0.00
O -4.306892 0.040235 -3.084161 0.03 0.02 0.05
H 2.669867 -2.543645 5.154438 -0.02 0.04 -0.01
H 3.219464 1.606598 6.030172 0.00 0.00 -0.01
C 3.237832 -4.089436 1.024782 -0.04 0.01 0.02
H -1.074984 -1.682342 2.701979 -0.03 0.00 0.03
C -5.110879 2.352199 0.947613 0.03 0.01 0.00
H 3.050323 -4.389210 0.007258 0.01 0.02 0.01
H -3.940757 0.567720 0.648120 -0.03 0.01 0.00
C 3.112508 1.188038 5.040189 -0.04 -0.03 -0.01
C -2.763498 2.630834 -4.057535 -0.03 0.05 0.04
C 2.812904 0.116160 2.505929 0.05 -0.03 -0.02
C -3.178499 2.190170 -0.496921 -0.08 -0.07 0.03
H 0.466014 -5.280648 -1.146331 -0.05 -0.06 -0.01
C 3.185994 -0.821056 -2.148402 0.05 -0.15 0.03
H -0.796470 -0.395461 3.883828 0.03 0.03 0.00
C -4.063551 1.616875 0.401456 0.01 0.03 0.00
H 2.299094 2.829924 -2.179339 0.02 0.02 0.01
C -0.397721 1.489486 2.012531 -0.05 -0.05 -0.05
N -0.386048 0.112983 1.908144 0.11 -0.01 -0.02
C -3.354267 3.513434 -0.869149 -0.02 0.00 0.00
H -0.699496 -3.200739 -3.636707 0.04 -0.01 -0.01
O -2.216259 -0.048291 -2.286115 -0.03 -0.47 0.09
H -3.787559 2.822262 -3.727538 -0.02 0.01 0.01
C 0.084692 -3.458435 -1.773714 0.09 -0.08 -0.16
H 1.777786 -4.057831 4.968738 -0.01 0.01 -0.01
O 0.464324 -2.996843 -0.701051 -0.07 0.02 0.03
C 2.156625 0.215624 4.787958 -0.03 0.02 0.03
H -6.091261 4.261772 0.962794 0.00 -0.01 0.00
C 1.166511 1.430674 -4.248640 0.10 -0.04 -0.04
H 0.957284 -5.156248 -3.757774 0.01 0.01 0.03
O 1.143036 0.756880 -5.286206 0.04 0.07 0.03
H -6.913136 2.360776 2.132877 0.01 0.00 0.00
C 3.758253 1.103312 2.720117 0.00 -0.03 -0.05
C -4.401174 4.262040 -0.354735 -0.02 0.01 0.07
C 2.082720 -3.145033 4.453435 -0.05 0.02 -0.06
H 1.328261 -4.354831 1.973537 0.02 0.02 -0.03
S 4.759142 -3.431850 1.456760 0.08 0.05 -0.01
C 0.085743 -5.497003 -3.189380 -0.04 -0.06 -0.08
H -5.567038 1.488630 2.871515 0.01 0.01 -0.01
C 2.592558 1.791161 -2.129224 -0.11 -0.06 0.04
C -3.092020 0.289798 -3.142869 0.11 0.14 -0.17
H -4.536756 5.284423 -0.681900 0.01 -0.01 -0.01
O -1.006632 4.576402 -1.256573 -0.02 0.06 -0.03
Br 3.676337 -2.721968 -2.251921 0.03 0.10 -0.04
H 0.161688 -6.573481 -3.035519 0.02 0.01 0.02
H -2.405246 1.579279 -0.947314 0.00 0.06 0.02
Cl 5.241522 -2.311583 4.177730 -0.07 0.00 -0.05
C 3.519821 1.319789 -1.244951 0.07 -0.06 0.05
C 4.200176 -3.094435 3.045096 0.10 0.01 -0.04
H -0.132373 2.980684 0.403320 0.01 -0.05 -0.02
H 4.613542 -0.464519 -0.573778 -0.01 -0.02 0.01
C 1.947302 0.886080 -3.022540 -0.22 -0.14 -0.19
H -0.836637 2.900238 -3.153642 0.02 0.05 -0.16
H -6.444112 0.767660 1.526932 0.00 0.01 0.00
H -0.039508 -1.194266 0.219788 0.10 0.02 0.09
H -0.804153 -5.332348 -3.802038 0.00 0.00 0.03
N -0.200125 -2.760729 -2.885800 -0.15 -0.12 -0.05
H -0.198820 -1.737357 -2.902348 0.11 0.02 0.35
C 2.905621 -3.457472 3.240906 -0.08 -0.05 0.00
N -0.044369 -4.848577 -1.900052 0.06 0.09 0.04
C 3.850107 -0.053715 -1.218302 -0.06 0.07 -0.03
H -0.615181 1.981909 2.946088 0.01 0.00 -0.02
C 3.907449 1.614006 3.995572 0.06 0.07 0.02
N 2.325183 -0.434874 -3.042493 -0.09 -0.05 -0.11

=====

(3)
45
Properties=species:S:1:pos:R:3:forces:R:3 method="wB97M-V/def2-TZVPD" spin_multiplicity=1 homo_lumo_gap_ev="2.42 / 2.41" charge=+1
H 3.229810 -0.536050 1.477264 -0.26 0.67 -0.41
O -1.311326 -0.062678 -2.456244 -0.70 0.07 0.93
C 0.547298 -1.863603 0.516659 -1.00 0.41 -0.43
N -1.439019 -0.116280 -1.064815 -2.05 -0.70 -1.08
H -4.513918 -1.271746 -1.018846 -0.04 -0.01 -0.09
H 1.785512 2.710317 -0.265659 -0.13 -0.16 -0.96
C 1.296077 1.611883 2.536514 0.71 -0.10 -0.30
H -3.964457 -0.303618 2.603951 0.19 0.01 0.18
O -1.550181 -0.292225 2.835779 -0.49 0.18 -1.20
H 1.710853 2.509450 2.033445 -0.43 -0.27 0.69
O 1.553767 -1.565297 -3.903319 -1.11 0.15 1.42
H 3.683889 -2.416075 -0.653372 0.60 -0.24 -0.41
H -4.262422 -1.681337 1.532071 -0.02 -0.17 0.07
H -0.403899 1.970234 -0.489201 -0.89 0.53 0.76
H 0.691666 -1.786371 1.604383 -0.35 -0.57 -0.23
C 2.596234 0.029197 -0.551179 -0.34 -0.34 -0.13
H 1.018463 2.619410 -1.963308 0.56 0.19 0.39
H 3.277290 1.281878 1.124938 -0.22 -0.77 0.00
H 0.985763 -1.712035 -3.096209 1.28 -0.27 -1.27
H -4.450931 0.422580 -1.444741 0.01 0.17 -0.03
C -2.738119 -0.382782 0.835689 1.98 0.69 3.10
C -2.669202 -0.352891 -0.596447 2.20 0.91 -2.78
O 1.351492 0.531891 1.557437 0.53 0.25 -0.30
H 3.499940 0.367608 -1.068687 -0.42 -0.32 -0.19
O -0.661616 2.245264 0.420898 0.05 -1.13 0.71
O 1.372782 0.797876 -1.076603 0.82 0.08 0.79
H 1.261272 -2.578545 0.093719 -0.27 0.44 -0.14
H 2.791798 2.203658 -1.698966 -0.88 0.14 0.09
H -1.038041 1.531371 1.053635 0.13 1.82 -1.78
H 2.457307 -1.748585 -3.589794 -0.03 -0.05 0.23
H 1.920700 1.312761 3.406129 -0.47 0.32 -0.51
C 2.754390 0.316586 0.947314 -0.84 0.38 0.55
H -4.805577 -0.087165 1.061643 -0.05 0.00 0.02
H -3.646029 -0.768570 -2.476277 0.23 0.03 -0.16
H -0.392039 -0.259364 -2.734399 -0.02 0.18 0.52
H 0.239767 1.766394 2.835475 0.72 0.00 -0.18
Al 0.021792 -0.020106 0.164363 3.07 -0.55 0.67
H -0.493262 -2.110118 0.234272 0.29 -1.34 0.67
H -0.631808 -0.220626 3.160298 -0.17 -0.06 -0.62
C -3.875329 -0.502725 -1.455729 -0.01 -0.38 0.51
C -4.007130 -0.623706 1.574269 0.07 -0.03 -0.50
C 1.769708 2.211500 -1.264512 -0.11 -0.39 0.22
H 2.369770 -1.014923 -0.807051 0.70 0.69 0.03
N -1.565752 -0.127718 1.433746 -1.69 -0.88 0.54
O 4.232717 -2.034717 -1.368532 -1.15 0.41 0.58

=====

(4)
14
Properties=species:S:1:pos:R:3:forces:R:3 method="wB97M-V/def2-TZVPD" smiles=OCC(O)CO spin_multiplicity=1 homo_lumo_gap_ev=11.02 charge=0
O -1.016760 1.127413 0.303062 0.10 0.24 -0.03
O -0.839443 -1.420256 1.168066 -0.13 0.15 0.16
H -0.421033 -1.958985 -0.741476 -0.05 0.13 0.03
H 1.989736 1.554279 0.905799 -0.03 0.06 -0.17
C -0.954414 -1.161151 -0.213001 0.01 -0.05 -0.31
C 1.150967 0.227446 -0.260564 -0.05 -0.29 -0.05
H -1.167872 -0.612990 1.594036 0.07 -0.19 0.04
C -0.359238 0.203990 -0.543495 0.07 -0.21 -0.15
H -0.550176 0.448186 -1.600879 0.01 -0.01 0.18
O 1.542848 1.562253 0.052998 0.19 0.04 0.14
H 1.709206 -0.116375 -1.141308 -0.13 0.05 0.14
H 1.360775 -0.450743 0.574113 0.00 0.16 -0.08
H -2.006215 -1.181954 -0.533514 0.15 0.01 0.03
H -0.392898 1.867678 0.393065 -0.20 -0.10 0.06

=====

We obtain strongest force on any atom values of 1.1 0.5 3.7 0.3 eV/A for the records listed above, in that order.